Here is a 11-piece molecular cluster, C12H46N12O11 overall at a distorted geometry from the Open Molecules 2025 dataset. Energies are from ωB97M-V/def2-TZVPD.

frontier orbital gap	8.0	eV
LUMO energy	-0.197	eV
SMILES string	NC(N)=O.NC(N)=O.NC(N)=O.NC(N)=O.NC(N)=O.NC(N)=O.CCO.CO.CO.CO.CO
highest occupied orbital energy	-8.2	eV

Last column: Löwdin charge in e.
Element x y z (Å)
O  -2.676  -3.145  2.264  -0.08
O  -2.329  0.219  -1.971  -0.14
O  1.973  -2.661  1.344  -0.11
O  1.751  0.255  -5.197  -0.14
O  1.889  2.182  1.940  -0.12
O  0.902  1.272  -0.479  -0.17
O  4.491  -2.646  -1.252  -0.08
O  -1.993  -0.318  2.838  -0.13
O  -2.986  1.672  1.353  -0.16
O  -0.970  -4.306  -1.459  -0.18
O  0.736  5.210  3.310  -0.09
N  -4.479  0.537  -2.989  0.15
N  -0.079  0.036  -3.716  0.13
N  0.302  4.168  1.243  0.14
N  -0.549  6.190  1.644  0.14
N  3.272  -0.736  -0.604  0.17
N  3.074  0.624  3.181  0.20
N  1.004  -3.103  -1.752  0.17
N  2.843  -1.441  -2.534  0.10
N  3.984  1.408  1.305  0.19
N  1.755  0.934  -2.963  0.13
N  -0.879  -2.433  -2.836  0.16
N  -4.277  1.074  -0.906  0.19
C  0.121  0.163  -0.050  -0.12
C  -3.675  0.593  -1.948  -0.57
C  3.220  -3.121  1.794  -0.17
C  -0.258  -3.222  -1.989  -0.64
C  -3.418  -3.029  1.062  -0.24
C  1.101  0.502  -3.966  -0.62
C  2.985  1.400  2.162  -0.57
C  3.607  -1.629  -1.475  -0.62
C  0.162  5.158  2.102  -0.65
C  -2.490  2.985  1.106  -0.12
C  -0.634  -0.550  3.152  -0.13
C  -2.705  -1.979  0.164  -0.06
H  2.154  -2.023  0.647  0.01
H  -3.636  1.209  -0.090  0.07
H  -4.433  -2.856  1.320  0.10
H  -0.919  0.467  0.127  0.07
H  -0.071  4.027  0.348  0.08
H  1.637  -2.326  -2.104  0.04
H  -2.998  -1.963  -0.849  0.04
H  0.056  -0.645  -0.779  0.07
H  4.791  0.842  1.383  0.11
H  -2.424  1.154  1.961  0.05
H  3.855  1.843  0.422  0.12
H  3.966  -3.176  1.043  0.05
H  0.519  -0.226  0.859  0.05
H  3.696  -2.545  2.567  0.06
H  -0.602  -0.280  -4.627  0.20
H  1.245  1.081  -2.051  0.09
H  -3.421  -4.006  0.656  0.10
H  1.045  1.803  0.327  0.05
H  -0.348  -1.311  2.495  0.05
H  -0.667  7.051  2.207  0.13
H  -5.469  0.366  -2.863  0.12
H  -1.970  3.303  1.984  0.07
H  1.471  -3.863  -1.254  0.13
H  -0.488  -1.498  -3.088  0.04
H  -0.386  -0.796  4.179  0.09
H  2.509  -0.057  -0.735  0.09
H  3.205  -4.130  2.179  0.08
H  -1.595  -2.068  0.159  0.08
H  -1.838  -2.657  -3.124  0.13
H  0.030  0.285  2.889  0.06
H  3.216  -2.042  -3.370  0.21
H  -1.867  -3.557  2.036  0.07
H  -4.085  -0.004  -3.763  0.12
H  2.257  0.559  3.858  0.17
H  -1.852  2.978  0.226  0.07
H  2.660  1.297  -3.141  0.14
H  3.974  0.254  3.498  0.14
H  -5.266  0.958  -0.784  0.12
H  -3.321  3.698  1.020  0.09
H  0.905  3.471  1.760  0.07
H  2.450  -0.487  -2.748  0.05
H  -2.842  -0.970  0.561  0.05
H  3.765  -0.784  0.275  0.10
H  -0.641  6.316  0.674  0.08
H  -2.432  -1.196  2.729  0.08
H  -0.630  0.271  -2.888  0.07


Here is an isolated ion of composition C3H6IO4S and charge -1 at a distorted geometry from the Open Molecules 2025 dataset. Energies are from ωB97M-V/def2-TZVPD.

frontier orbital gap	7.4	eV
LUMO energy	2.388	eV
total charge	-1
SMILES string	CC[C@@H](I)OS(=O)(=O)[O-]
highest occupied orbital energy	-5.1	eV

Last column: Löwdin charge in e.
Element x y z (Å)
I  1.377  0.730  2.638  0.69
S  0.342  -2.217  -0.666  0.68
O  0.439  -1.484  -2.025  -0.43
O  1.551  -3.206  -0.608  -0.43
O  0.196  -1.204  0.696  -0.40
O  -1.084  -3.209  -0.721  -0.51
C  0.127  1.258  -0.217  -0.29
C  -1.386  1.505  0.383  -0.16
C  0.958  0.046  0.555  -0.71
H  2.017  -0.102  0.075  0.11
H  -1.448  1.519  1.557  0.04
H  0.792  2.250  -0.219  0.11
H  -0.021  1.002  -1.374  0.12
H  -2.052  0.592  0.006  0.10
H  -1.808  2.522  -0.078  0.08


Here is a 2-piece molecular cluster, C6H14O overall at a distorted geometry from the Open Molecules 2025 dataset. Energies are from ωB97M-V/def2-TZVPD.

frontier orbital gap (alpha / beta)	9.0 / 4.8	eV
LUMO energy (alpha / beta)	-4.352 / -8.569	eV
total charge	+1
2S+1	2
highest occupied orbital energy (alpha / beta)	-13.4 / -13.4	eV

Last column: Löwdin spin population.
Element x y z (Å)
O  -3.302  -2.459  4.654  0.00
C  1.643  0.083  -0.536  0.28
C  -1.394  1.791  -2.049  0.00
C  -0.177  0.957  -2.150  0.00
C  2.137  -0.627  -1.512  0.46
C  1.973  -0.078  0.994  0.07
C  0.286  0.858  -0.699  0.06
H  2.998  0.538  1.000  0.04
H  -0.371  0.197  -0.178  0.02
H  1.216  0.066  1.813  0.00
H  -2.369  1.151  -1.937  0.00
H  -1.237  2.520  -1.386  0.00
H  -2.958  -3.096  5.410  0.00
H  -1.403  2.523  -2.882  0.00
H  -4.134  -2.112  4.881  0.00
H  0.706  1.688  -2.600  0.00
H  2.447  -1.094  0.963  0.01
H  1.690  -0.941  -2.530  0.02
H  0.099  1.618  -0.068  0.01
H  -0.107  -0.146  -2.548  0.00
H  3.031  -1.143  -1.451  0.03


Here is C25H49NO2SSi2Ti as an isolated structure at a distorted geometry from the Open Molecules 2025 dataset. Energies are from ωB97M-V/def2-TZVPD.

frontier orbital gap (alpha / beta)	4.1 / 7.0	eV
LUMO energy (alpha / beta)	0.095 / 0.090	eV
2S+1	3
highest occupied orbital energy (alpha / beta)	-4.0 / -7.0	eV

Last column: Löwdin spin population.
Element x y z (Å)
Ti  -0.654  1.295  0.792  0.98
S  -3.641  4.452  1.328  0.04
Si  -2.408  -1.473  1.286  0.01
Si  2.157  2.543  0.191  0.00
O  0.874  -3.338  -1.088  0.00
O  0.536  -0.324  -2.000  0.00
N  -0.491  2.305  2.578  0.19
C  1.765  -3.556  -0.003  0.00
C  0.500  -5.452  -2.198  0.00
C  0.598  3.232  4.489  0.04
C  -1.371  3.369  2.553  0.18
C  0.452  2.217  3.562  0.11
C  -3.508  2.473  -0.365  0.00
C  -0.266  4.324  4.479  0.19
C  -0.700  0.568  -3.892  0.00
C  -3.539  -2.238  -0.009  0.00
C  -0.884  -0.818  0.392  0.03
C  2.240  4.133  1.180  0.00
C  3.151  -3.842  -0.542  0.00
C  1.978  -0.516  -2.355  0.00
C  -2.388  2.305  0.522  0.08
C  -0.577  -0.663  -3.056  0.00
C  -2.336  3.303  1.496  0.02
C  3.317  2.727  -1.278  0.00
C  0.450  2.282  -0.523  0.01
C  -3.463  -0.280  2.236  0.01
C  -1.275  4.378  3.527  -0.01
C  -4.282  3.573  -0.016  0.06
C  2.135  -1.563  -3.421  0.00
C  -1.890  -2.769  2.519  0.00
C  2.754  1.126  1.274  0.01
C  -0.099  -4.328  -1.378  0.00
H  2.068  0.273  1.407  0.00
H  -2.008  5.180  3.507  0.00
H  4.225  3.263  -0.966  0.00
H  -1.706  -2.288  3.486  0.00
H  3.149  -4.773  -1.117  0.00
H  3.681  0.737  0.823  0.00
H  3.612  1.759  -1.705  0.00
H  -3.669  0.670  1.742  0.00
H  -3.702  1.801  -1.193  0.00
H  1.383  3.145  5.243  0.00
H  3.289  4.328  1.452  0.00
H  1.210  -6.028  -1.597  0.00
H  3.007  1.518  2.272  0.00
H  1.766  -2.613  0.569  0.00
H  -0.925  1.431  -3.253  0.00
H  -0.871  -3.794  -1.949  0.00
H  2.474  -0.781  -1.419  0.00
H  1.514  -1.401  -4.307  0.00
H  1.413  -4.365  0.658  0.00
H  -4.418  -2.636  0.513  0.00
H  -0.987  -3.312  2.220  0.00
H  -0.175  -1.528  -3.572  0.00
H  -0.006  -1.352  0.758  0.00
H  -2.708  -3.488  2.641  0.00
H  3.484  -3.031  -1.197  0.00
H  -0.555  -4.710  -0.452  0.00
H  -3.892  -1.495  -0.738  0.00
H  -5.198  3.920  -0.474  0.00
H  3.859  -3.947  0.284  0.00
H  3.175  -1.555  -3.769  0.00
H  1.948  -2.565  -3.005  0.00
H  -0.288  -6.123  -2.539  0.00
H  -1.458  -0.967  -2.487  0.00
H  -1.175  -1.182  -0.597  0.00
H  -3.018  -0.085  3.215  0.00
H  1.643  4.109  2.101  0.00
H  1.887  4.968  0.558  0.00
H  2.318  0.465  -2.713  0.00
H  -0.112  3.241  -0.604  0.01
H  1.028  -5.056  -3.071  0.00
H  1.052  1.299  3.564  0.01
H  -4.416  -0.800  2.389  0.00
H  -0.182  5.112  5.233  0.01
H  2.814  3.317  -2.057  0.00
H  -1.500  0.477  -4.627  0.00
H  0.231  -0.119  -0.994  0.00
H  -3.067  -3.062  -0.561  0.00
H  0.433  1.829  -1.523  0.00
H  0.240  0.771  -4.429  0.00


Here is an isolated ion of composition C9H14NO and charge +1 at a distorted geometry from the Open Molecules 2025 dataset. Energies are from ωB97M-V/def2-TZVPD.

frontier orbital gap	9.6	eV
LUMO energy	-3.687	eV
total charge	+1
SMILES string	C=C(C)[N@+]1(C)C=C(C)C=CO1
highest occupied orbital energy	-13.3	eV

Last column: Löwdin charge in e.
Element x y z (Å)
O  -0.280  1.513  -0.531  -0.01
N  -0.604  0.135  -0.770  -0.20
C  -1.321  0.108  -2.036  0.06
C  0.876  -0.570  -0.829  0.10
C  -1.123  -1.557  0.828  0.13
C  1.440  0.901  1.034  0.01
C  -2.434  0.626  0.973  0.01
C  3.100  -0.789  0.176  -0.03
C  -1.385  -0.315  0.390  -0.31
C  0.588  1.780  0.536  -0.04
C  1.758  -0.179  0.127  -0.28
H  -2.148  0.706  -1.851  0.08
H  -1.404  -2.062  1.756  0.10
H  -0.585  -2.257  0.238  0.07
H  -0.694  0.691  -2.778  0.16
H  3.909  -0.017  0.216  0.12
H  0.335  2.664  1.038  0.13
H  3.126  -1.612  -0.599  0.11
H  -1.764  1.488  1.375  0.11
H  -2.893  0.026  1.807  0.11
H  2.294  1.247  1.531  0.12
H  0.747  -1.218  -1.694  0.14
H  3.178  -1.407  1.108  0.11
H  -1.609  -0.879  -2.207  0.11
H  -3.105  0.979  0.163  0.10


The energy above the lowest of the compared OMol25 structures with the same formula, charge and spin results, record by record, are as follows: 39.1; 375.7; 358.1; 0.0; 464.6 kJ/mol.
The molar mass results, record by record, are as follows: 534.57; 265.05; 102.18; 531.78; 152.22 g mol⁻¹.